# C4H5N3O

C4H5N3O in the gas phase in a non-equilibrium geometry (ωB97M-V with the def2-TZVPD basis set, the Open Molecules 2025 dataset).

Structure (XYZ):
```
13
Properties=species:S:1:pos:R:3:nbo_charge:R:1
C 1.11 1.75 0.06 -0.67
C 0.02 0.73 0.00 0.22
N -1.27 0.91 -0.10 -0.31
N -2.17 -0.12 -0.03 -0.25
C -1.32 -1.14 0.01 -0.01
C -0.06 -0.66 0.08 -0.12
N 1.09 -1.40 0.16 0.13
O 2.10 -0.71 -0.21 -0.38
H 1.95 1.53 -0.63 0.28
H 0.83 2.83 -0.01 0.23
H 1.47 1.77 1.23 0.25
H -1.70 1.90 -0.15 0.40
H -1.50 -2.18 0.08 0.22
```

Computed properties:
- gap between HOMO and LUMO (eV) = 8.77
- HOMO energy (eV) = -9.04
- spin multiplicity = 1
- energy relative to the best compared isomer or geometry (same formula, charge and spin) (kcal per mole) = 111.0
- SMILES string = Cc1[nH]ncc1N=O
- total energy (eV) = -10742.800
- lowest unoccupied orbital energy (eV) = -0.3

***

# C72H83AsF6KN4O4S

A molecular structure, C72H83AsF6KN4O4S in a non-equilibrium geometry (ωB97M-V with the def2-TZVPD basis set, the Open Molecules 2025 dataset).

Structure (XYZ):
```
172
Properties=species:S:1:pos:R:3:mulliken_spin:R:1
K 0.25 -1.06 -0.28 0.02
C 1.65 -0.68 3.46 0.01
O 1.03 -0.20 2.29 -0.01
C 1.14 1.18 2.19 0.00
C 2.34 1.76 1.78 0.00
C 3.49 0.95 1.26 0.00
C 3.73 1.25 -0.20 0.00
C 4.63 2.22 -0.58 0.00
C 4.83 2.57 -1.91 0.00
C 3.99 1.96 -2.85 0.00
C 3.09 0.98 -2.51 0.00
C 2.15 0.39 -3.53 0.00
C 0.79 1.02 -3.34 0.00
C 0.62 2.37 -3.63 0.00
C -0.59 3.02 -3.40 0.00
C -1.61 2.30 -2.81 0.00
C -1.47 0.95 -2.50 0.00
C -2.61 0.24 -1.82 0.00
C -2.96 0.84 -0.48 0.00
C -4.26 1.08 -0.14 0.00
C -4.64 1.50 1.13 0.00
C -3.63 1.63 2.09 0.00
C -2.30 1.40 1.79 0.00
C -1.27 1.38 2.90 0.00
C 0.05 1.99 2.52 0.00
C 0.22 3.36 2.55 0.00
C 1.44 3.96 2.28 0.00
C 2.47 3.15 1.85 0.00
C 1.62 5.46 2.52 0.00
C 0.68 6.25 1.60 0.00
C 1.26 5.75 3.99 0.00
C 3.05 5.93 2.28 0.00
C -1.90 1.02 0.46 0.00
O -0.69 0.83 0.15 0.00
C -6.09 1.72 1.52 0.00
C -7.03 1.67 0.31 0.00
C -6.51 0.62 2.50 0.00
C -6.27 3.10 2.19 0.00
C -0.28 0.30 -2.82 0.00
O -0.14 -1.06 -2.57 -0.01
C -0.64 -1.86 -3.62 0.01
C -0.72 4.50 -3.74 0.00
C 0.24 5.29 -2.85 0.00
C -2.14 5.02 -3.52 0.00
C -0.37 4.71 -5.22 0.00
C 2.99 0.50 -1.16 0.00
O 2.32 -0.53 -0.85 -0.01
C 5.90 3.56 -2.36 0.00
C 6.73 4.11 -1.20 0.00
C 6.86 2.85 -3.32 0.00
C 5.25 4.76 -3.08 0.00
H 2.71 -0.39 3.51 0.00
H 1.16 -0.31 4.37 0.00
H 1.59 -1.77 3.43 0.00
H 4.39 1.17 1.84 0.00
H 3.25 -0.11 1.33 0.00
H 5.20 2.70 0.20 0.00
H 4.06 2.26 -3.89 0.00
H 2.51 0.59 -4.54 0.00
H 2.07 -0.69 -3.36 0.00
H 1.46 2.91 -4.03 0.00
H -2.55 2.76 -2.55 0.00
H -3.50 0.26 -2.46 0.00
H -2.34 -0.80 -1.66 0.00
H -5.02 0.90 -0.89 0.00
H -3.88 1.89 3.11 0.00
H -1.68 1.91 3.77 0.00
H -1.10 0.34 3.17 0.00
H -0.64 3.97 2.82 0.00
H 3.42 3.56 1.55 0.00
H -0.35 5.94 1.74 0.00
H 0.76 7.32 1.82 0.00
H 0.95 6.08 0.56 0.00
H 0.22 5.53 4.18 0.00
H 1.87 5.13 4.65 0.00
H 1.44 6.80 4.23 0.00
H 3.36 5.74 1.25 0.00
H 3.12 7.01 2.45 0.00
H 3.75 5.44 2.95 0.00
H -7.01 0.69 -0.14 0.00
H -8.06 1.87 0.63 0.00
H -6.75 2.41 -0.43 0.00
H -6.35 -0.35 2.04 0.00
H -5.93 0.66 3.41 0.00
H -7.57 0.71 2.76 0.00
H -5.99 3.89 1.50 0.00
H -7.31 3.25 2.48 0.00
H -5.66 3.18 3.08 0.00
H 0.01 -1.81 -4.50 0.00
H -0.66 -2.89 -3.25 -0.01
H -1.65 -1.57 -3.91 0.00
H -0.02 5.14 -1.81 0.00
H 1.26 4.97 -3.00 0.00
H 0.17 6.36 -3.07 0.00
H -2.43 4.93 -2.47 0.00
H -2.20 6.08 -3.79 0.00
H -2.86 4.48 -4.13 0.00
H 0.67 4.46 -5.42 0.00
H -1.00 4.08 -5.85 0.00
H -0.52 5.75 -5.51 0.00
H 7.25 3.30 -0.68 0.00
H 7.48 4.81 -1.57 0.00
H 6.10 4.64 -0.48 0.00
H 7.30 1.98 -2.83 0.00
H 6.35 2.51 -4.21 0.00
H 7.67 3.52 -3.63 0.00
H 4.58 5.28 -2.40 0.00
H 6.01 5.46 -3.42 0.00
H 4.67 4.43 -3.94 0.00
S 1.30 -6.04 2.94 0.01
C -0.13 -6.63 2.15 0.01
C -0.97 -7.66 2.53 0.00
C -2.08 -7.92 1.75 0.01
C -2.35 -7.16 0.62 -0.01
C -1.50 -6.16 0.21 0.01
C -0.36 -5.89 0.96 -0.01
N 0.60 -4.98 0.67 0.03
C 1.52 -4.90 1.56 -0.01
C 2.64 -4.02 1.51 0.03
C 3.35 -3.67 2.66 -0.05
C 4.39 -2.78 2.62 0.08
C 4.77 -2.20 1.39 -0.03
C 4.12 -2.54 0.24 0.07
C 3.05 -3.46 0.26 0.04
H -0.76 -8.25 3.42 0.00
H -2.75 -8.72 2.03 0.00
H -3.24 -7.35 0.04 0.00
H -1.70 -5.56 -0.66 0.00
H 3.06 -4.12 3.60 0.00
H 4.92 -2.51 3.52 0.00
H 5.59 -1.50 1.36 0.00
H 4.40 -2.11 -0.71 0.00
C -3.11 -2.29 2.35 0.00
C -4.07 -1.98 3.53 0.00
N -3.73 -2.80 4.69 0.00
C -3.82 -4.22 4.33 0.00
C -2.89 -4.51 3.13 0.00
N -2.15 -3.30 2.77 0.00
C -1.40 -2.82 3.91 0.00
C -2.36 -2.51 5.09 0.00
H -2.56 -1.39 2.05 0.00
H -3.65 -2.67 1.48 0.00
H -5.11 -2.21 3.27 0.00
H -4.01 -0.93 3.82 0.00
H -4.86 -4.44 4.08 0.00
H -3.54 -4.80 5.21 0.00
H -3.46 -4.81 2.25 0.00
H -2.17 -5.29 3.36 0.00
H -0.86 -1.93 3.59 0.00
H -0.67 -3.59 4.19 0.00
H -2.31 -1.46 5.38 0.00
H -2.13 -3.12 5.97 0.00
F -2.51 -3.08 -0.97 0.00
As -4.08 -3.57 -1.56 0.00
F -3.90 -2.64 -3.04 0.00
F -4.85 -2.20 -0.79 0.00
F -5.67 -4.13 -2.15 0.00
F -4.35 -4.54 -0.11 0.00
F -3.33 -4.96 -2.36 0.00
N 2.44 -3.79 -0.86 0.07
C 2.32 -4.33 -1.92 0.23
C 2.22 -4.98 -3.10 -0.05
C 2.81 -4.43 -4.28 0.23
C 2.81 -5.14 -5.45 -0.12
C 2.25 -6.41 -5.53 0.27
C 1.63 -6.94 -4.40 -0.12
C 1.61 -6.26 -3.21 0.23
H 3.26 -3.44 -4.22 0.03
H 3.28 -4.71 -6.33 -0.01
H 2.28 -6.97 -6.45 0.02
H 1.18 -7.93 -4.45 -0.01
H 1.13 -6.69 -2.34 0.04
```

Computed properties:
- gap between HOMO and LUMO (spin up / spin down) (eV) = 5.18 / 4.97
- expectation value of S² = 0.792
- HOMO energy (spin up / spin down) (eV) = -1.82 / -1.82
- spin multiplicity = 2
- net charge = -2
- energy relative to the best compared isomer or geometry (same formula, charge and spin) (kcal per mole) = 0.8
- total energy (eV) = -194472.905
- lowest unoccupied orbital energy (spin up / spin down) (eV) = 3.4 / 3.2